Record 1
C2H2LiO2Yb as an isolated structure in a non-equilibrium geometry, computed with ωB97M-V/def2-TZVPD.

Calculated values
* charge: +2
* <S²>: 0.75
* energy above the lowest of the compared OMol25 structures with the same formula, charge and spin: 190.70 kcal/mol
* HOMO energy (alpha / beta): -16.001 / -18.663 eV
* lowest unoccupied orbital energy (alpha / beta): -0.4171 / -0.4172 hartree
* spin multiplicity: 2

Last column: Löwdin spin population.
CARTESIAN COORDINATES (ANGSTROEM)
C: -2.302 1.802 1.627  0.00
C: -1.785 0.902 2.627  0.01
O: -1.507 -0.377 2.270  0.09
O: -2.164 1.496 0.366  0.00
H: -3.114 1.132 2.722  0.00
Yb: 1.585 -0.570 1.537  0.56
Li: 0.096 -1.009 3.105  0.33
H: -1.026 1.429 3.245  0.01

=====

Record 2
A 2-piece molecular cluster, C2H6F2N2O2 overall in a non-equilibrium geometry, computed with ωB97M-V/def2-TZVPD.

Calculated values
* charge: 0
* energy above the lowest of the compared OMol25 structures with the same formula, charge and spin: 0.00 kcal/mol
* HOMO energy: -10.015 eV
* lowest unoccupied orbital energy: 0.0182 hartree
* SMILES string: NC(=O)[C@]([NH3+])([O-])F.F
* spin multiplicity: 1

Last column: Löwdin charge in e.
CARTESIAN COORDINATES (ANGSTROEM)
N: -0.229 -0.863 -1.562  0.20
C: -0.015 -0.857 -0.247  -0.45
O: -0.179 -1.803 0.507  0.05
C: 0.366 0.533 0.286  -0.60
N: 0.843 0.096 1.855  0.22
O: -0.462 1.429 0.220  0.02
F: 1.689 0.842 -0.208  -0.02
H: -0.676 -1.651 -2.005  0.13
H: -0.148 -0.011 -2.094  0.11
H: 0.406 -0.853 1.908  0.11
H: 1.860 0.020 1.873  0.13
H: 0.494 0.746 2.557  0.14
F: -2.208 1.035 -1.934  -0.11
H: -1.742 1.338 -1.154  0.06

=====

Record 3
A 12-piece molecular cluster, C53H87F3O11S overall in a non-equilibrium geometry, computed with ωB97M-V/def2-TZVPD.

Calculated values
* charge: 0
* HOMO energy: -9.282 eV
* lowest unoccupied orbital energy: 0.0078 hartree
* SMILES string: CCOS(C)(=O)=O.Fc1ccccc1.Fc1ccccc1.Fc1ccccc1.C1CCOC1.C1CCOC1.C1CCOC1.C1CCOC1.C1CCOC1.C1CCOC1.C1CCOC1.C1CCOC1
* spin multiplicity: 1

Last column: Löwdin charge in e.
CARTESIAN COORDINATES (ANGSTROEM)
C: -2.574 -4.018 -4.015  -0.06
C: -3.575 -3.159 -4.778  -0.27
O: -4.086 -2.191 -3.838  -0.29
S: -5.606 -1.623 -4.059  0.68
C: -6.539 -3.090 -3.486  -0.11
O: -5.808 -0.536 -3.071  -0.31
O: -5.803 -1.319 -5.482  -0.30
H: -3.069 -4.320 -3.092  0.08
H: -1.752 -3.449 -3.581  0.07
H: -2.170 -4.775 -4.687  0.08
H: -3.159 -2.667 -5.657  0.12
H: -4.416 -3.751 -5.140  0.10
H: -6.277 -4.053 -3.924  0.06
H: -7.614 -3.038 -3.659  0.07
H: -6.438 -3.178 -2.405  0.07
F: -1.010 -2.483 0.736  0.02
C: -0.755 -1.159 0.403  -0.24
C: 0.450 -0.544 0.594  -0.02
C: 0.610 0.821 0.350  -0.09
C: -0.473 1.544 0.001  -0.11
C: -1.689 0.935 -0.270  -0.08
C: -1.822 -0.402 -0.079  -0.03
H: 1.296 -1.096 0.976  0.11
H: 1.556 1.343 0.348  0.11
H: -0.288 2.553 -0.336  0.11
H: -2.514 1.510 -0.664  0.11
H: -2.784 -0.836 -0.307  0.12
F: 0.878 -9.547 1.828  0.07
C: 1.334 -8.890 0.765  -0.31
C: 1.736 -9.626 -0.321  -0.01
C: 2.278 -8.953 -1.434  -0.07
C: 2.166 -7.574 -1.530  -0.11
C: 1.722 -6.824 -0.458  -0.08
C: 1.379 -7.507 0.720  -0.02
H: 1.738 -10.701 -0.222  0.11
H: 2.767 -9.511 -2.219  0.10
H: 2.416 -7.065 -2.449  0.10
H: 1.645 -5.748 -0.401  0.10
H: 0.953 -6.939 1.534  0.11
F: -5.503 9.381 -3.066  0.06
C: -4.931 8.167 -3.074  -0.30
C: -4.017 7.755 -4.063  0.00
C: -3.435 6.504 -3.961  -0.10
C: -3.784 5.668 -2.938  -0.10
C: -4.853 6.032 -2.108  -0.07
C: -5.371 7.309 -2.148  -0.04
H: -3.718 8.469 -4.816  0.11
H: -2.657 6.144 -4.618  0.11
H: -3.328 4.690 -2.902  0.10
H: -5.272 5.355 -1.379  0.10
H: -6.112 7.575 -1.409  0.12
C: 5.617 -2.585 -3.271  -0.20
C: 5.719 -2.429 -1.820  -0.20
C: 7.235 -2.161 -1.612  -0.19
O: 7.552 -1.319 -2.716  -0.15
C: 6.489 -1.406 -3.717  -0.17
H: 4.598 -2.439 -3.630  0.12
H: 5.990 -3.564 -3.573  0.12
H: 5.481 -3.390 -1.365  0.11
H: 5.071 -1.639 -1.439  0.12
H: 7.799 -3.094 -1.615  0.11
H: 7.361 -1.593 -0.690  0.11
H: 6.863 -1.607 -4.721  0.11
H: 5.910 -0.483 -3.752  0.11
C: -3.199 4.684 4.465  -0.18
C: -2.004 5.150 5.205  -0.18
C: -0.886 4.725 4.243  -0.23
O: -1.418 5.067 3.006  -0.13
C: -2.823 5.012 3.033  -0.21
H: -4.116 5.145 4.834  0.12
H: -3.262 3.596 4.449  0.11
H: -1.955 4.619 6.156  0.11
H: -1.910 6.233 5.283  0.12
H: -0.739 3.664 4.442  0.11
H: 0.117 5.136 4.358  0.12
H: -3.047 4.200 2.342  0.12
H: -3.219 5.965 2.683  0.12
C: -6.513 -8.014 1.005  -0.19
C: -5.771 -6.956 1.862  -0.17
C: -4.970 -6.238 0.783  -0.23
O: -5.873 -6.181 -0.297  -0.15
C: -6.929 -7.204 -0.165  -0.18
H: -7.380 -8.420 1.526  0.11
H: -5.865 -8.884 0.894  0.11
H: -5.133 -7.432 2.606  0.11
H: -6.497 -6.290 2.329  0.11
H: -4.152 -6.909 0.522  0.12
H: -4.657 -5.268 1.168  0.12
H: -7.120 -7.877 -1.001  0.12
H: -7.887 -6.724 0.032  0.12
C: 0.034 0.730 -7.230  -0.18
C: -0.267 1.252 -5.842  -0.20
C: 0.775 0.669 -4.963  -0.19
O: 1.856 0.323 -5.890  -0.14
C: 1.542 0.763 -7.221  -0.21
H: -0.371 1.385 -8.002  0.11
H: -0.347 -0.284 -7.343  0.12
H: -1.241 0.913 -5.488  0.11
H: -0.209 2.339 -5.783  0.12
H: 0.410 -0.217 -4.443  0.11
H: 1.188 1.345 -4.214  0.11
H: 1.913 0.052 -7.960  0.12
H: 1.900 1.742 -7.537  0.12
C: 3.524 -3.750 4.953  -0.15
C: 4.503 -4.942 4.660  -0.14
C: 5.281 -4.428 3.366  -0.21
O: 4.867 -3.122 3.002  -0.14
C: 4.207 -2.565 4.183  -0.18
H: 3.452 -3.520 6.017  0.10
H: 2.548 -3.863 4.481  0.10
H: 3.927 -5.850 4.483  0.09
H: 5.169 -5.225 5.475  0.10
H: 5.270 -5.104 2.511  0.11
H: 6.332 -4.465 3.653  0.10
H: 3.408 -1.849 3.987  0.11
H: 4.953 -2.104 4.830  0.11
C: 5.509 4.119 0.923  -0.17
C: 6.484 2.958 0.969  -0.19
C: 5.847 1.957 1.914  -0.22
O: 5.018 2.762 2.731  -0.15
C: 5.084 4.178 2.371  -0.18
H: 4.611 3.813 0.388  0.11
H: 5.801 5.060 0.456  0.12
H: 7.366 3.305 1.508  0.11
H: 6.893 2.415 0.117  0.12
H: 6.591 1.404 2.487  0.12
H: 5.249 1.339 1.245  0.11
H: 5.852 4.665 2.973  0.11
H: 4.185 4.733 2.639  0.12
C: -1.804 -0.658 5.353  -0.16
C: -2.170 0.033 6.709  -0.15
C: -2.153 -1.166 7.680  -0.18
O: -2.706 -2.187 6.822  -0.14
C: -2.209 -2.089 5.531  -0.25
H: -0.719 -0.604 5.260  0.10
H: -2.160 -0.245 4.408  0.10
H: -3.200 0.390 6.710  0.10
H: -1.540 0.867 7.018  0.10
H: -2.736 -0.959 8.577  0.12
H: -1.168 -1.407 8.079  0.11
H: -2.970 -2.399 4.814  0.12
H: -1.322 -2.719 5.468  0.11
C: 0.778 9.314 -0.883  -0.21
C: 1.315 10.723 -0.872  -0.18
C: 2.523 10.441 -0.007  -0.19
O: 3.022 9.121 -0.416  -0.16
C: 1.992 8.374 -1.116  -0.17
H: -0.074 9.214 -1.555  0.11
H: 0.378 9.074 0.102  0.11
H: 0.570 11.407 -0.468  0.12
H: 1.563 11.018 -1.892  0.11
H: 2.231 10.342 1.038  0.11
H: 3.354 11.145 0.041  0.12
H: 1.682 7.426 -0.677  0.11
H: 2.212 8.332 -2.183  0.11

=====

Question: What is the spin multiplicity in the second record?
Answer: 1

=====

Copy entry 1 word for word.
C2H2LiO2Yb as an isolated structure in a non-equilibrium geometry, computed with ωB97M-V/def2-TZVPD.

Calculated values
* charge: +2
* <S²>: 0.75
* energy above the lowest of the compared OMol25 structures with the same formula, charge and spin: 190.70 kcal/mol
* HOMO energy (alpha / beta): -16.001 / -18.663 eV
* lowest unoccupied orbital energy (alpha / beta): -0.4171 / -0.4172 hartree
* spin multiplicity: 2

Last column: Löwdin spin population.
CARTESIAN COORDINATES (ANGSTROEM)
C: -2.302 1.802 1.627  0.00
C: -1.785 0.902 2.627  0.01
O: -1.507 -0.377 2.270  0.09
O: -2.164 1.496 0.366  0.00
H: -3.114 1.132 2.722  0.00
Yb: 1.585 -0.570 1.537  0.56
Li: 0.096 -1.009 3.105  0.33
H: -1.026 1.429 3.245  0.01